C25H33N5OS | ωB97M-V/def2-TZVPD

Geometry as XYZ:
```
65
Properties=species:S:1:pos:R:3:mulliken_charge:R:1
C -4.427 -0.383 0.084 -1.3941
H -5.372 -0.051 0.507 0.4223
H -3.830 -0.806 0.888 0.2803
H -4.639 -1.151 -0.658 0.3977
C -3.677 0.785 -0.557 -0.0889
N -3.354 1.794 0.438 0.3785
C -4.415 2.773 0.599 -0.3799
C -4.280 3.576 1.888 -1.3860
H -5.200 4.125 2.075 0.4321
H -3.465 4.291 1.831 0.3002
H -4.096 2.903 2.722 0.3325
H -5.355 2.216 0.638 0.4170
H -4.479 3.463 -0.262 0.3372
C -2.021 2.345 0.301 -0.9969
H -1.827 2.995 1.156 0.4923
C -1.739 3.114 -1.000 -0.1282
C -0.277 3.546 -1.088 -1.3348
N 0.610 2.404 -1.081 -0.0291
C 1.509 2.180 -0.108 0.5918
N 2.233 1.026 -0.158 0.1108
C 3.101 0.649 0.937 -1.2180
C 4.544 0.571 0.534 0.5971
C 5.113 1.540 -0.292 -0.1136
N 6.373 1.521 -0.679 -0.6452
C 7.147 0.538 -0.253 -0.3570
C 6.696 -0.475 0.580 -0.4255
C 5.369 -0.457 0.974 -0.6852
H 4.976 -1.228 1.623 0.4330
H 7.363 -1.258 0.908 0.3857
H 8.173 0.567 -0.596 0.3631
H 4.519 2.369 -0.654 0.4645
H 2.770 -0.312 1.352 0.3440
H 2.983 1.419 1.710 0.6317
C 2.202 0.084 -1.265 -2.3871
C 1.320 -1.095 -0.947 1.0988
C 1.792 -2.211 -0.344 -0.1111
C 0.940 -3.291 0.033 0.8588
C 1.418 -4.447 0.664 -0.9127
C 0.548 -5.452 1.007 -0.8641
C -0.812 -5.326 0.729 -0.7022
C -1.326 -4.205 0.108 1.2743
C -0.436 -3.176 -0.243 -0.5122
N -0.875 -2.041 -0.872 0.0306
C -0.096 -0.987 -1.266 0.2169
O -0.606 -0.043 -1.862 -0.8580
H -1.863 -1.954 -1.078 0.0925
C -2.790 -4.084 -0.189 -1.4370
H -3.222 -3.227 0.329 0.2017
H -2.962 -3.963 -1.259 0.3802
H -3.315 -4.977 0.139 0.3802
H -1.482 -6.127 1.006 0.3819
H 0.911 -6.344 1.493 0.3923
H 2.474 -4.532 0.872 0.4661
H 2.850 -2.309 -0.140 0.5918
H 3.228 -0.260 -1.435 0.6970
H 1.854 0.585 -2.170 0.5875
S 1.797 3.295 1.096 -0.4686
H 0.245 1.607 -1.598 0.2567
H -0.114 4.106 -2.017 0.3297
H -0.013 4.186 -0.243 0.5402
H -2.366 4.005 -1.053 0.3399
H -1.973 2.476 -1.855 0.3100
H -1.325 1.504 0.373 0.1328
H -2.747 0.415 -0.993 -0.0397
H -4.283 1.200 -1.379 0.2032
```

Its charge is 0. For the gap between HOMO and LUMO, the calculation gives 7.46 eV. For the molar mass, the calculation gives 451.64 g/mol. The calculation puts the relative energy (zero: lowest compared OMol25 entry of this formula, charge and spin) at 2.2 kcal/mol. As for the total energy: -46795.3851 eV.

***

C25H33NO4S | ωB97M-V/def2-TZVPD

Geometry as XYZ:
```
64
Properties=species:S:1:pos:R:3:mulliken_charge:R:1
C -2.569 -5.820 -1.196 -0.7989
H -2.989 -6.813 -1.073 0.3372
H -2.829 -5.424 -2.174 0.2588
H -1.491 -5.852 -1.070 0.2561
S -3.300 -4.775 0.095 -0.0618
C -2.447 -3.213 -0.322 -0.4388
C -2.909 -2.105 0.609 -1.4583
H -3.981 -1.946 0.493 0.5371
H -2.715 -2.393 1.645 0.4250
C -2.170 -0.796 0.295 0.1499
N -0.753 -0.908 0.539 0.1333
C 0.162 -0.565 -0.406 -1.9526
O -0.146 -0.413 -1.571 -0.6647
C 1.589 -0.427 0.117 2.8042
C 2.039 -1.694 0.855 -1.1828
C 3.470 -1.509 1.361 0.3742
C 3.525 -0.315 2.313 -1.4693
C 3.090 0.949 1.571 0.4343
C 4.027 1.194 0.390 -1.4744
C 3.965 -0.002 -0.559 0.3791
C 4.407 -1.264 0.180 -1.4954
H 4.383 -2.119 -0.499 0.4953
H 5.433 -1.148 0.537 0.5379
C 2.535 -0.178 -1.062 -1.3324
H 2.212 0.716 -1.597 0.0501
H 2.477 -1.017 -1.758 0.4663
H 4.629 0.174 -1.412 0.3168
H 5.049 1.335 0.748 0.5488
H 3.729 2.103 -0.138 0.4430
C 1.657 0.778 1.068 -0.5191
H 1.334 1.675 0.535 -0.2916
H 0.985 0.643 1.918 0.5218
H 3.129 1.805 2.254 0.3425
H 2.867 -0.489 3.169 0.5093
H 4.541 -0.191 2.694 0.5340
H 3.782 -2.415 1.893 0.2659
H 1.382 -1.905 1.702 0.3613
H 1.992 -2.548 0.175 0.4759
H -0.492 -0.837 1.512 0.4475
C -2.705 0.344 1.153 0.2170
O -2.094 0.823 2.072 -0.6277
O -3.907 0.749 0.752 -0.3221
C -4.389 1.944 1.357 -0.7182
C -3.449 3.144 1.158 0.3667
O -3.492 4.076 1.922 -0.5928
C -2.510 3.051 0.024 0.6771
C -2.845 2.433 -1.183 -0.5491
C -1.905 2.315 -2.183 -0.4057
C -0.609 2.794 -2.014 1.1536
C -0.291 3.439 -0.824 -0.4561
C -1.228 3.575 0.181 -0.8589
H -0.979 4.062 1.112 0.4211
H 0.703 3.840 -0.683 0.3791
C 0.402 2.589 -3.093 -1.6723
H 0.573 1.520 -3.213 0.2535
H 0.034 2.976 -4.042 0.4664
H 1.343 3.078 -2.855 0.3511
H -2.168 1.829 -3.111 0.3951
H -3.846 2.061 -1.343 0.3898
H -5.355 2.148 0.890 0.4056
H -4.528 1.804 2.434 0.3235
H -2.300 -0.537 -0.762 0.5667
H -2.680 -2.969 -1.359 0.3854
H -1.374 -3.378 -0.223 0.1857
```

Its charge is 0. For the gap between HOMO and LUMO, the calculation gives 9.10 eV. For the molar mass, the calculation gives 443.61 g/mol. The calculation puts the relative energy (zero: lowest compared OMol25 entry of this formula, charge and spin) at 1.4 kcal/mol. As for the total energy: -46978.4296 eV.

***

C25H33O3Si | ωB97M-V/def2-TZVPD

Geometry as XYZ:
```
62
Properties=species:S:1:pos:R:3:mulliken_charge:R:1
C 2.815 2.708 -1.466 -1.3218
C 1.503 2.198 -0.889 0.2865
C 1.655 1.598 0.506 -0.2606
C 0.393 1.428 1.421 0.9706
C 0.907 0.976 2.800 -1.6734
O 2.749 1.228 0.897 -0.6582
Si 4.418 -2.776 -1.590 0.6064
C 5.528 -1.269 -1.782 -0.7489
C 4.191 -3.174 0.234 -0.8026
C 2.750 -2.497 -2.424 -0.5686
H 2.638 3.124 -2.462 0.4639
H 3.224 3.491 -0.823 0.3591
H 3.528 1.882 -1.536 0.0760
H 0.743 2.993 -0.881 0.3262
H 1.102 1.395 -1.525 -0.0036
H -0.060 2.431 1.520 0.4762
H 0.087 0.776 3.501 0.3874
H 1.511 0.066 2.689 0.2944
H 1.543 1.758 3.229 0.4276
H 6.294 -1.467 -2.550 0.3678
H 4.937 -0.393 -2.090 0.1720
H 6.037 -1.037 -0.833 0.3157
H 4.034 -4.256 0.368 0.3460
H 5.076 -2.876 0.817 0.3432
H 3.312 -2.636 0.624 0.2337
H 2.217 -3.455 -2.529 0.4409
H 2.128 -1.812 -1.822 -0.0761
H 2.882 -2.062 -3.426 0.3757
C -1.493 0.496 -5.163 -0.4111
C -1.079 -0.563 -4.137 -0.3452
C -1.336 0.111 -2.828 0.9293
C -1.895 1.382 -3.096 0.1269
O -2.013 1.664 -4.423 -0.5262
C -2.143 2.312 -2.080 -1.6505
C -1.744 1.983 -0.799 -0.1127
C -1.100 0.765 -0.522 -0.0965
C -0.570 0.489 0.896 0.2396
C -1.795 0.326 1.826 0.0646
C -2.226 -0.954 2.172 -0.3412
C -3.226 -1.093 3.130 0.6556
C -3.808 0.063 3.704 0.1803
O -4.537 -0.186 4.827 -0.5104
C -4.445 -1.639 5.086 -0.3486
C -3.671 -2.273 3.922 -0.6567
C -3.478 1.348 3.260 -1.6836
C -2.444 1.462 2.346 -0.0044
C -0.962 -0.207 -1.524 -0.0682
H -0.643 0.839 -5.766 0.3258
H -2.286 0.144 -5.832 0.2474
H -1.675 -1.477 -4.256 0.2813
H -0.022 -0.835 -4.251 -0.0055
H -2.601 3.262 -2.327 0.4342
H -1.913 2.693 0.010 0.1626
H -0.083 -0.499 0.858 0.4499
H -1.770 -1.844 1.732 0.3888
H -3.915 -1.772 6.038 0.2812
H -5.467 -2.022 5.181 0.2715
H -4.324 -2.930 3.340 0.2563
H -2.828 -2.866 4.279 0.2913
H -3.990 2.211 3.675 0.4157
H -2.117 2.462 2.039 0.1617
H -0.544 -1.194 -1.298 0.4414
```

Its charge is +1. For the gap between HOMO and LUMO, the calculation gives 2.71 eV. For the molar mass, the calculation gives 409.62 g/mol. As for the total energy: -40472.1950 eV.

***

no.,HOMO level (eV)
1,-7.72
2,-8.63
3,-9.55